## P
Entry from the OMol25 dataset: one molecule with the formula C3H4N2O2 (wB97M-V/def2-TZVPD).

Structure (XYZ):
```
11
Properties=species:S:1:pos:R:3
C 0.373 0.792 -0.460
C -0.364 -1.642 -0.694
C 0.543 1.363 1.013
H 1.410 2.002 -1.248
H -0.884 -0.304 0.783
H 0.116 -1.612 -1.691
H 1.356 2.225 1.183
N 0.766 1.254 -1.600
N -0.392 -0.402 -0.173
O -0.649 -2.618 -0.060
O -0.342 1.199 1.839
```

The value obtained for the HOMO energy is -10.315 eV. As for the SMILES: [H]/N=C(\C=O)NC=O. The calculation puts the LUMO energy at -0.889 eV. The charge is 0.

## Q
Entry from the OMol25 dataset: C3H4N2O2 as an isolated structure (wB97M-V/def2-TZVPD).

Structure (XYZ):
```
11
Properties=species:S:1:pos:R:3
C -0.308 0.710 0.388
C -1.463 -0.140 0.070
C 0.935 -0.165 -0.031
H 0.649 2.028 -0.693
H -0.643 0.735 1.547
H -2.534 0.122 0.370
H 0.623 -2.358 0.173
N -1.119 -1.365 -0.128
N 0.199 -1.167 -0.259
O -0.434 1.881 -0.285
O 2.104 -0.035 0.128
```

The value obtained for the HOMO energy is -9.551 eV. The calculation puts the LUMO energy at 0.025 eV. The charge is 0.

Looking at the structures above, which would you pick as the most stable? I would pick P.